# 1
# C4H7NO3

A molecular structure, C4H7NO3 at a distorted geometry (the ωB97M-V functional and the def2-TZVPD basis, the Open Molecules 2025 dataset).

As for the total energy: -436.895550 Eh. For the highest occupied orbital energy, the calculation gives -9.4776 eV. For the orbital gap, the calculation gives 9.71 eV.

```
! RIJCOSX wB97M-V def2-TZVPD def2/J DEFGRID3
* xyz 0 1
C 0.8251 0.0674 1.1747
C -1.1180 -0.1583 -0.0052
H -0.4463 2.5125 -0.2945
H -0.0254 -0.5654 1.5624
N 0.1691 1.7694 -0.8384
C 0.1008 0.3308 -0.2283
H 0.7769 -1.6087 -1.0541
H 1.3933 2.1446 -0.9803
O 2.0051 -0.5935 0.5407
H -2.2172 -1.5697 -0.1466
H 2.1886 -0.1033 -1.3608
O -1.3445 -1.4890 -0.5527
O -2.0167 0.6213 0.6633
C 1.3281 -0.6418 -0.7715
H 1.1791 0.9050 1.9141
*
```



# 2
# C4H7NO3

A single C4H7NO3 molecule at a distorted geometry (the ωB97M-V functional and the def2-TZVPD basis, the Open Molecules 2025 dataset).

As for the total energy: -436.919029 Eh. For the highest occupied orbital energy, the calculation gives -10.4013 eV. For the orbital gap, the calculation gives 10.30 eV.

```
! RIJCOSX wB97M-V def2-TZVPD def2/J DEFGRID3
* xyz 0 1
C -0.2200 -0.6920 -0.2043
H -4.3264 -1.7262 0.2884
O 0.3447 0.1717 -1.1053
C 1.8077 1.3339 0.6451
N -2.4920 -1.7245 0.1320
H 2.1318 -0.4037 -0.2324
H 2.1317 0.9081 -1.3411
C -1.7248 -0.8082 -0.2898
H 1.4301 2.5701 0.8054
O -3.7640 -1.3037 -0.2337
H 2.9150 1.5497 0.7569
C 1.5698 0.4476 -0.5362
O 0.2626 -1.0032 0.9220
H -1.7496 -0.0945 -1.1177
H 1.6833 0.7748 1.5106
*
```



# 3
# C4H7NO3

2 unconnected molecules or ions with the total composition C4H7NO3 at a distorted geometry (the ωB97M-V functional and the def2-TZVPD basis, the Open Molecules 2025 dataset).

As for the total energy: -436.916404 Eh. For the highest occupied orbital energy, the calculation gives -8.2896 eV. For the orbital gap, the calculation gives 8.65 eV.

```
! RIJCOSX wB97M-V def2-TZVPD def2/J DEFGRID3
* xyz 0 1
H -0.9304 -2.5512 0.7576
H 0.6345 2.8121 0.1725
C -0.4564 -1.6117 1.1238
C 0.7125 0.8349 -0.4810
H 2.1955 2.2971 -0.6984
O -1.1001 -0.7171 -0.7395
O 0.8082 -1.7008 1.3317
N -1.4747 1.3663 0.3676
H -2.0628 -0.7895 -0.6788
H 0.8130 -0.8787 -1.3067
C -0.6790 0.4929 -0.0829
O 1.4039 -0.1286 -1.1575
C 1.2166 2.0553 -0.3194
H -2.3854 1.0189 0.6541
H 1.3046 -2.5000 1.0569
*
```



# 4
# C4H7NO3

A single C4H7NO3 molecule at a distorted geometry (the ωB97M-V functional and the def2-TZVPD basis, the Open Molecules 2025 dataset).

As for the total energy: -437.130916 Eh. For the highest occupied orbital energy, the calculation gives -10.0699 eV. For the orbital gap, the calculation gives 10.80 eV.

```
! RIJCOSX wB97M-V def2-TZVPD def2/J DEFGRID3
* xyz 0 1
C -0.3313 1.5713 0.5815
N -1.2378 2.5671 0.5003
O 0.7347 1.7655 1.1374
H -1.0096 0.4022 -1.0540
H 1.4888 -0.4525 0.4940
H 1.5390 -3.6088 -0.3862
C -0.5712 0.2201 -0.0665
O -0.4938 -2.6106 -0.5967
H 1.2377 -0.1469 -1.1114
H -2.0744 2.6593 -0.0675
H -0.9120 3.3287 1.0666
C 0.6986 -0.5771 -0.2550
H -1.3184 -0.4077 0.4185
O 1.7099 -2.6970 -0.2503
C 0.5397 -2.0136 -0.4108
*
```



# 5
# C4H7NO3

A molecular structure, C4H7NO3 at a distorted geometry (the ωB97M-V functional and the def2-TZVPD basis, the Open Molecules 2025 dataset).

As for the total energy: -436.823914 Eh. For the highest occupied orbital energy, the calculation gives -9.6349 eV. For the orbital gap, the calculation gives 7.71 eV.

```
! RIJCOSX wB97M-V def2-TZVPD def2/J DEFGRID3
* xyz 0 1
O -1.5664 -1.1874 -1.7816
C -0.0202 0.3529 0.3362
C 1.4001 1.0208 0.5308
H -3.1612 -0.7558 -0.6264
H 2.6377 2.2575 -0.3793
O 1.4684 -1.4401 1.2513
H 1.7299 1.2583 1.4575
C -1.9069 -1.0714 -0.5405
H -0.4178 0.7626 -0.6345
H 1.7085 -0.6757 -0.7244
H -1.6725 -1.9149 0.1384
C 1.2092 -0.5714 0.2406
H -0.5322 0.3046 1.2490
N 1.8427 1.7301 -0.5914
O -2.7194 -0.0700 0.0742
*
```



# 6
# C4H7NO3

A molecular structure, C4H7NO3 at a distorted geometry (the ωB97M-V functional and the def2-TZVPD basis, the Open Molecules 2025 dataset).

As for the total energy: -437.029390 Eh. For the highest occupied orbital energy, the calculation gives -9.6519 eV. For the orbital gap, the calculation gives 10.38 eV.

```
! RIJCOSX wB97M-V def2-TZVPD def2/J DEFGRID3
* xyz 0 1
H -0.2545 1.2251 -1.6377
H -1.8810 1.2691 -1.3625
C -0.4543 0.4893 1.0384
H -1.0145 0.1413 1.9060
H -1.7914 -0.7716 -0.1434
N -1.0769 0.6626 -1.4552
O 1.5011 0.1752 -0.4451
C 0.2609 -1.1720 -0.5093
C 0.9773 0.0990 1.2526
H 0.3397 -1.6169 -1.5069
C -0.8855 -0.1807 -0.2961
H -0.5060 1.5776 0.9823
O 1.7883 0.1709 2.0856
H 2.3582 -0.2762 -0.4398
O 0.6387 -1.7928 0.5312
*
```